An isolated ion of composition C6H13N4 and charge +1 in a non-equilibrium geometry. Source: the OMol25 dataset; level of theory: ωB97M-V with the def2-TZVPD basis set.

Results
net charge = +1
energy = -455.12380 Ha
relative energy (zero: lowest compared OMol25 entry of this formula, charge and spin) = 2.3590 eV
E_LUMO = -3.52 eV
SMILES = C[NH2+]C1=CC=N[C@@](C)(N)N1
orbital gap = 8.89 eV
2S+1 = 1

Geometry (Å):
C1 1.14006 -0.64599 -2.66041
N1 1.49728 -0.82639 -1.20250
C2 0.88380 0.00547 -0.20252
C3 1.60569 0.82943 0.54054
C4 0.89506 1.56867 1.61731
N2 -0.37449 1.38178 1.83776
C5 -1.23011 0.36543 1.15822
C6 -1.58554 -0.59855 2.29504
N3 -2.23567 1.15387 0.38195
N4 -0.44594 -0.23706 0.02377
H1 0.79502 -1.62305 -3.01495
H2 0.32442 0.16557 -2.77129
H3 2.00350 -0.33493 -3.31284
H4 2.54452 -0.85292 -1.26090
H5 1.13037 -1.68225 -0.95838
H6 2.67415 0.95015 0.63627
H7 1.39419 2.38098 2.15222
H8 -2.31357 -1.41055 1.97345
H9 -2.08873 0.05704 3.07176
H10 -0.79558 -1.01726 2.96928
H11 -3.17691 0.99726 0.67118
H12 -2.00960 2.16771 0.39665
H13 -1.10980 -0.45855 -0.66015

Here are the Löwdin charges for atoms 1 to 2, given in e:
1. C 0.022
2. N 0.077

***

An isolated ion of composition C4H12N2O and charge +1 in a non-equilibrium geometry. Source: the OMol25 dataset; level of theory: ωB97M-V with the def2-TZVPD basis set.

Results
net charge = +1
energy = -343.99225 Ha
relative energy (zero: lowest compared OMol25 entry of this formula, charge and spin) = 1.9115 eV
E_LUMO (alpha / beta) = -3.10 / -8.13 eV
orbital gap (alpha / beta) = 11.26 / 6.17 eV
2S+1 = 2

Geometry (Å):
C1 0.20125 1.03255 0.02014
N1 1.59452 0.54324 0.12666
C2 1.85002 -0.74331 0.79240
O1 1.35664 -0.88292 2.06299
C3 -0.80090 -0.04855 -0.44827
C4 -2.19538 0.45325 -0.05893
N2 -0.42318 -0.43632 -1.86891
H1 0.01004 1.09978 1.10253
H2 0.29171 1.97187 -0.52313
H3 2.14712 0.57075 -0.73601
H4 1.45567 -1.49034 0.06336
H5 2.94108 -0.87380 0.76364
H6 1.05953 -0.07463 2.48240
H7 -0.71583 -0.96384 0.11152
H8 -2.29275 1.54783 -0.07485
H9 -2.98872 0.25172 -0.79107
H10 -2.37128 0.07160 0.94476
H11 -1.28493 -0.78833 -2.27882
H12 0.16543 -1.24056 -1.69042

Here are the Löwdin charges for atoms 1 to 2, given in e:
1. C -0.087
2. N 0.178

***

A 6-piece molecular cluster, C34H35Br3F41NO9S overall in a non-equilibrium geometry. Source: the OMol25 dataset; level of theory: ωB97M-V with the def2-TZVPD basis set.

Results
energy = -14263.22764 Ha
E_LUMO = -0.07 eV
SMILES = CCO[C@@]1(CCN)[C@@](F)(Br)[C@@](C)(Br)[C@@H](Br)OS1(=O)=O.FC(F)C(F)(F)COC(F)(F)C(F)F.FC(F)C(F)(F)COC(F)(F)C(F)F.FC(F)C(F)(F)COC(F)(F)C(F)F.FC(F)C(F)(F)COC(F)(F)C(F)F.FC(F)C(F)(F)COC(F)(F)C(F)F
orbital gap = 9.87 eV
2S+1 = 1

Geometry (Å):
C1 1.34891 3.39989 0.28300
C2 1.67080 2.27976 -0.71880
O1 0.57772 1.36681 -0.92588
C3 -0.06953 1.27444 -2.15639
C4 -0.36965 2.59734 -2.88901
C5 -1.11377 3.66867 -2.05422
N1 -0.61444 5.02485 -2.37435
C6 0.58629 0.20833 -3.14315
F1 -0.20348 0.17647 -4.30752
Br1 2.34826 0.80621 -3.73297
C7 0.64302 -1.28783 -2.64666
C8 1.14466 -2.22364 -3.78074
Br2 1.83437 -1.48351 -1.12059
C9 -0.80175 -1.68426 -2.27685
Br3 -0.96087 -3.52599 -1.69530
O2 -1.34426 -0.89575 -1.21517
S1 -1.73563 0.60355 -1.66377
O3 -2.18819 1.26764 -0.46175
O4 -2.57866 0.53948 -2.83374
H1 2.27765 3.67358 0.80967
H2 0.61429 3.04231 1.02279
H3 0.96780 4.31052 -0.22018
H4 2.04658 2.70367 -1.65704
H5 2.49504 1.66040 -0.31177
H6 -0.95486 2.39044 -3.80305
H7 0.59559 3.02280 -3.23278
H8 -1.07576 3.47991 -0.96887
H9 -2.19002 3.60193 -2.32494
H10 -1.23328 5.66402 -1.86684
H11 -0.86152 5.19976 -3.35417
H12 1.51881 -3.15784 -3.32484
H13 0.31793 -2.49430 -4.45665
H14 1.98005 -1.77100 -4.33005
H15 -1.43808 -1.61426 -3.17622
F2 -3.40329 -6.23911 0.04750
C10 -2.30990 -6.00641 0.79601
F3 -1.27573 -6.69175 0.25593
C11 -2.51143 -6.47653 2.23928
F4 -2.66184 -7.82110 2.27314
F5 -1.33521 -6.17938 2.86717
C12 -3.61361 -5.80291 3.07090
O5 -4.84535 -6.48972 3.21366
C13 -5.91079 -6.33594 2.35600
F6 -5.71526 -5.35105 1.45978
F7 -6.98043 -5.98856 3.11086
C14 -6.28879 -7.65702 1.67154
F8 -5.25473 -8.11968 0.93551
F9 -7.33318 -7.43307 0.83958
H16 -2.07361 -4.93910 0.77052
H17 -3.20611 -5.78902 4.08211
H18 -3.75655 -4.76318 2.77189
H19 -6.55833 -8.40314 2.41405
F10 6.00176 0.40894 -6.38786
C15 4.82454 -0.16164 -6.06985
F11 4.97887 -0.81473 -4.89648
C16 4.38870 -1.17567 -7.13265
F12 5.26108 -2.20254 -7.17193
F13 3.19422 -1.66104 -6.67105
C17 4.10614 -0.66066 -8.55322
O6 5.11421 -0.83346 -9.53662
C18 6.10342 0.09106 -9.77610
F14 5.92787 1.22996 -9.08159
F15 6.04566 0.41025 -11.09199
C19 7.50576 -0.49644 -9.54769
F16 7.64571 -0.90769 -8.27413
F17 8.42154 0.46891 -9.79107
H20 4.06659 0.61604 -5.95366
H21 3.29035 -1.29218 -8.90454
H22 3.72956 0.36342 -8.53381
H23 7.67142 -1.33766 -10.22331
F18 -0.20331 7.86204 2.17867
C20 -0.31385 8.50589 3.35803
F19 0.72843 8.13815 4.13600
C21 -1.60618 8.12199 4.07861
F20 -1.57758 6.81114 4.39580
F21 -1.57753 8.83905 5.24178
C22 -2.93331 8.48057 3.40187
O7 -3.60508 7.45614 2.69597
C23 -3.38888 7.18179 1.37108
F22 -2.57369 8.07465 0.77942
F23 -4.58948 7.25196 0.74397
C24 -2.89244 5.74390 1.15612
F24 -1.72053 5.53666 1.78294
F25 -2.71188 5.55260 -0.17609
H24 -0.26734 9.58512 3.19251
H25 -3.60188 8.70898 4.23164
H26 -2.84114 9.39044 2.80575
H27 -3.63318 5.03130 1.52201
F26 5.07046 6.48959 3.71207
C25 4.41387 5.71977 2.82524
F27 4.78994 4.43529 3.01866
C26 4.76647 6.11184 1.38612
F28 6.07096 5.86599 1.14861
F29 4.03114 5.25459 0.61184
C27 4.39587 7.52139 0.89778
O8 5.41949 8.50432 0.86939
C28 5.70688 9.32355 1.93353
F30 4.82664 9.19309 2.94250
F31 5.62326 10.60318 1.49121
C29 7.15297 9.14290 2.42250
F32 7.36123 7.87690 2.82805
F33 7.35916 9.97074 3.47261
H28 3.33876 5.80182 2.99517
H29 4.14372 7.37910 -0.15279
H30 3.49702 7.88594 1.39406
H31 7.85064 9.38893 1.61983
F34 -4.42713 -12.58660 6.00903
C30 -3.14546 -12.26134 5.75445
F35 -2.37050 -12.82244 6.70801
C31 -2.94412 -10.74223 5.79381
F36 -3.17420 -10.28307 7.04158
F37 -1.61723 -10.56361 5.52042
C32 -3.69789 -9.88607 4.76421
O9 -4.88374 -9.23051 5.19251
C33 -6.13354 -9.79049 5.12266
F38 -6.14305 -10.96985 4.47687
F39 -6.90252 -8.93570 4.38780
C34 -6.80742 -9.88842 6.49902
F40 -6.08069 -10.66628 7.32064
F41 -8.02829 -10.44820 6.34003
H32 -2.85406 -12.66288 4.78059
H33 -3.01500 -9.06611 4.54425
H34 -3.84856 -10.42738 3.82885
H35 -6.91350 -8.89269 6.93375

Here are the Löwdin charges for atoms 1 to 2, given in e:
1. C -0.053
2. C -0.237

***

A 2-piece molecular cluster, C4H7NO2 overall in a non-equilibrium geometry. Source: the OMol25 dataset; level of theory: ωB97M-V with the def2-TZVPD basis set.

Results
energy = -361.81503 Ha
relative energy (zero: lowest compared OMol25 entry of this formula, charge and spin) = 1.7913 eV
E_LUMO = 0.81 eV
SMILES = CCC(=O)O.C#N
orbital gap = 11.05 eV
2S+1 = 1

Geometry (Å):
C1 1.80872 -0.64479 0.71023
C2 0.28050 -0.44582 0.46464
C3 0.13548 0.94592 -0.17044
O1 -0.22632 1.91134 0.47105
O2 0.30468 0.79138 -1.54973
H1 1.99196 -1.10967 1.65357
H2 2.22786 -1.26025 -0.05024
H3 2.30957 0.34323 0.59993
H4 -0.07468 -1.06846 -0.37466
H5 -0.44646 -0.52283 1.27779
H6 -0.03977 1.58890 -2.02717
C4 -2.81656 -0.18725 -0.35918
N1 -2.25877 -0.48458 -1.32294
H7 -3.19620 0.14290 0.67714

Here are the Löwdin charges for atoms 1 to 2, given in e:
1. C -0.065
2. C -0.169